1.
C4H5NO2 in the gas phase in a non-equilibrium geometry. Source: OMol25; level of theory: the ωB97M-V functional and the def2-TZVPD basis.

Geometry as XYZ:
```
12
Properties=species:S:1:pos:R:3:mulliken_charge:R:1
C 1.15 -1.26 0.07 -0.575
C 0.70 -0.15 -0.50 -0.475
C 0.48 1.21 0.23 -0.318
O -0.86 1.67 -0.09 -0.200
N -1.85 0.76 0.11 -0.235
C -1.99 -0.41 0.07 0.659
O -2.37 -1.51 -0.02 -0.449
H 1.27 -2.17 -0.38 0.338
H 1.28 -1.19 1.21 0.172
H 0.42 0.02 -1.49 0.439
H 1.07 1.86 -0.43 0.257
H 0.70 1.18 1.23 0.387
```

Summary:
Energy above the lowest of the compared OMol25 structures with the same formula, charge and spin ... 401.40 kJ/mol
Charge ... 0
Frontier orbital gap ... 10.41 eV
M ... 99.1 g/mol
SMILES string ... C=CCON=C=O



2.
C4H5NO2 in the gas phase. Source: OMol25; level of theory: the ωB97M-V functional and the def2-TZVPD basis.

Geometry as XYZ:
```
12
Properties=species:S:1:pos:R:3:mulliken_charge:R:1
O 2.68 -0.35 -0.62 -0.475
C 1.49 -0.14 -0.72 -0.088
C 0.70 0.37 0.45 0.180
C -0.56 1.14 0.21 -0.554
N -0.60 -0.15 0.91 -0.301
C -1.25 -1.20 0.22 0.151
O -0.86 -1.73 -0.79 -0.457
H 0.96 -0.24 -1.68 0.335
H 1.34 0.65 1.29 0.342
H -0.91 1.13 -0.82 0.261
H -0.81 2.02 0.79 0.236
H -2.17 -1.50 0.75 0.369
```

Summary:
Energy above the lowest of the compared OMol25 structures with the same formula, charge and spin ... 207.09 kJ/mol
Charge ... 0
Frontier orbital gap ... 10.68 eV
M ... 99.1 g/mol
SMILES string ... O=C[C@H]1CN1C=O